{"formula": "C8H26N4O8", "method": "the ωB97M-V functional and the def2-TZVPD basis", "species": ["N", "C", "N", "O", "H", "H", "H", "H", "N", "C", "N", "O", "H", "H", "H", "H", "O", "C", "C", "O", "H", "H", "H", "H", "H", "H", "O", "C", "C", "O", "H", "H", "H", "H", "H", "H", "O", "C", "C", "O", "H", "H", "H", "H", "H", "H"], "xyz": [[0.9055, 3.2766, -1.2305], [1.4651, 3.0785, -2.4256], [0.9363, 2.0445, -3.1481], [2.4680, 3.7009, -2.8018], [1.1947, 3.9021, -0.4986], [0.1626, 2.6822, -0.9074], [1.4434, 1.7490, -3.9625], [-0.0058, 1.7315, -3.0090], [0.6590, -1.3975, 0.6313], [1.0285, -0.2715, -0.0428], [1.7517, -0.5020, -1.1733], [0.5545, 0.8370, 0.2361], [0.0622, -1.2223, 1.4456], [0.8458, -2.3267, 0.2979], [1.7708, 0.3320, -1.7522], [2.2647, -1.3299, -1.3783], [1.1569, 0.8822, 3.6636], [1.7742, 2.1450, 3.8475], [2.0718, 2.8416, 2.5301], [0.8652, 3.3356, 1.8905], [0.6490, 0.9266, 2.8454], [1.2057, 2.8469, 4.4630], [2.7646, 1.9989, 4.2892], [2.4814, 2.1949, 1.7469], [2.7309, 3.6968, 2.6840], [0.4603, 2.5689, 1.4737], [0.4244, -3.9373, -1.1153], [-0.1933, -3.4074, -2.2993], [-1.6579, -3.8505, -2.3595], [-2.4514, -3.4570, -1.2362], [1.3815, -3.8903, -1.2014], [-0.2155, -2.3145, -2.3117], [0.3465, -3.7828, -3.1681], [-1.7496, -4.9305, -2.4691], [-1.9304, -3.2580, -3.2363], [-1.8531, -3.6957, -0.5096], [-1.4590, -0.7300, 2.3979], [-2.3815, 0.1853, 1.7729], [-2.5973, -0.1820, 0.2873], [-3.9343, -0.6907, 0.1218], [-1.7734, -1.6328, 2.2817], [-3.3366, 0.2629, 2.2891], [-1.9350, 1.1787, 1.7902], [-1.8788, -0.7971, -0.2476], [-2.5924, 0.7809, -0.2412], [-3.8800, -1.5728, -0.2604]], "lowdin_charge": [0.17, -0.69, 0.13, 0.00, 0.10, 0.07, 0.10, 0.10, 0.18, -0.62, 0.17, -0.01, 0.08, 0.07, 0.08, 0.09, -0.06, -0.24, -0.22, -0.10, 0.04, 0.12, 0.12, 0.12, 0.12, 0.02, -0.09, -0.23, -0.23, -0.06, 0.08, 0.11, 0.12, 0.12, 0.12, 0.08, -0.10, -0.18, -0.22, -0.08, 0.09, 0.12, 0.11, 0.10, 0.11, 0.06], "relative_energy_kcal_mol": 16.5, "gap_ev": 9.41}

---

{"formula": "C4H10NOP", "method": "the ωB97M-V functional and the def2-TZVPD basis", "species": ["C", "C", "C", "N", "P", "C", "O", "H", "H", "H", "H", "H", "H", "H", "H", "H", "H"], "xyz": [[0.4413, -0.3893, 2.7053], [0.3668, -1.4893, 1.6571], [0.2566, -1.2242, 0.3759], [-0.0871, 0.1956, -0.1970], [0.4917, 0.2842, -1.8073], [-0.5276, 1.8796, -1.9774], [-0.5834, -0.8356, -2.4149], [0.4613, -0.7425, 3.7678], [-0.3957, 0.3467, 2.5605], [1.2350, 0.2369, 2.4213], [0.5421, -2.5629, 1.8668], [0.0852, -1.8496, -0.4260], [0.3073, 0.7743, 0.5332], [-0.4734, 2.3688, -2.9500], [-1.5757, 1.6315, -1.6278], [-0.3079, 2.6145, -1.2355], [-0.2366, -1.2385, -3.2518]], "lowdin_charge": [-0.11, -0.17, -0.18, -0.23, 0.77, -0.28, -0.34, 0.09, 0.09, 0.04, 0.10, 0.04, 0.05, 0.02, 0.05, 0.00, 0.06], "relative_energy_kcal_mol": 33.0, "gap_ev": 9.18}

---

{"formula": "C19H17Cl2N4RhS", "method": "the ωB97M-V functional and the def2-TZVPD basis", "species": ["Rh", "N", "C", "C", "C", "C", "C", "C", "C", "C", "C", "C", "C", "C", "H", "H", "H", "H", "H", "H", "H", "H", "H", "H", "N", "C", "N", "S", "H", "H", "H", "H", "Cl", "C", "C", "C", "C", "C", "Cl", "C", "N", "H", "H", "H"], "xyz": [[0.0418, 0.7730, -0.7272], [1.9264, 0.0335, -1.0095], [2.8711, 0.3542, 0.0285], [4.1226, 0.8277, -0.3370], [5.0448, 1.1823, 0.6301], [4.6992, 1.0636, 1.9694], [3.4436, 0.5999, 2.3200], [2.4979, 0.2254, 1.3609], [1.1494, -0.2263, 1.7834], [1.0525, -0.9310, 2.9900], [-0.1666, -1.2022, 3.5757], [-1.3209, -0.7310, 2.9661], [-1.2500, -0.0798, 1.7458], [-0.0245, 0.1414, 1.0980], [2.3069, 0.3296, -1.9010], [1.7134, -0.9618, -1.0656], [4.3701, 0.9241, -1.3886], [6.0175, 1.5543, 0.3389], [5.4009, 1.3483, 2.7417], [3.1649, 0.5586, 3.3635], [1.9620, -1.2705, 3.4704], [-0.2119, -1.7548, 4.5049], [-2.2874, -0.8903, 3.4279], [-2.1636, 0.2521, 1.2772], [-1.5247, 3.3423, -1.6012], [-0.2742, 2.8606, -1.8045], [-0.0502, 2.1845, -2.9660], [1.0249, 3.1336, -0.7409], [-2.2728, 2.7932, -2.0133], [-1.7129, 3.5308, -0.6267], [-0.7455, 2.1781, -3.6978], [0.9114, 2.1549, -3.2604], [-4.5614, 0.7446, -0.9199], [-3.8829, -0.8481, -1.1684], [-4.7326, -1.9261, -1.2773], [-4.2040, -3.1932, -1.4906], [-2.8299, -3.3443, -1.5900], [-1.9917, -2.2548, -1.4537], [-0.2727, -2.5426, -1.6558], [-2.4704, -0.9445, -1.2284], [-1.7183, 0.1453, -1.1093], [-5.7997, -1.7683, -1.2025], [-4.8570, -4.0493, -1.5828], [-2.3953, -4.3172, -1.7742]], "lowdin_charge": [0.82, -0.04, -0.27, -0.04, -0.08, -0.07, -0.02, -0.13, -0.19, -0.06, -0.09, -0.09, -0.10, -0.21, 0.10, 0.06, 0.11, 0.10, 0.10, 0.11, 0.11, 0.10, 0.10, 0.07, 0.09, -1.01, 0.08, 0.63, 0.08, 0.10, 0.12, 0.09, 0.64, -0.61, -0.13, -0.11, -0.14, -0.59, 0.66, -0.49, -0.10, 0.10, 0.10, 0.10], "relative_energy_kcal_mol": 1.9, "gap_ev": [6.75, 6.28]}

---

{"formula": "C6H9IO", "method": "the ωB97M-V functional and the def2-TZVPD basis", "species": ["C", "C", "C", "I", "C", "C", "O", "C", "H", "H", "H", "H", "H", "H", "H", "H", "H"], "xyz": [[0.6591, -2.4923, -0.6059], [1.1949, -1.9221, 0.4629], [1.2733, -0.5423, 0.7139], [3.1643, 0.1871, 1.0899], [0.1473, 0.7041, -0.0184], [0.3778, 2.0702, 0.2755], [-0.9225, -0.0410, -0.3516], [-2.1630, 0.5667, -0.5542], [0.6096, -3.4886, -0.6772], [0.1334, -1.8328, -1.3015], [1.7349, -2.4983, 1.1967], [0.0875, 2.0905, 1.2981], [-0.3290, 2.7624, -0.1948], [1.5129, 2.4441, 0.2810], [-2.1292, 0.9816, -1.5648], [-2.4152, 1.2248, 0.3913], [-2.9362, -0.2141, -0.4408]], "lowdin_charge": [0.02, -0.36, -0.64, 0.85, -0.26, -0.12, -0.16, -0.08, 0.01, 0.07, 0.08, 0.08, 0.09, 0.09, 0.10, 0.14, 0.09], "relative_energy_kcal_mol": 107.7, "gap_ev": [6.86, 7.74]}